DFT (wB97M-V/def2-TZVPD) results for ClH8LiO4 as an isolated structure in a non-equilibrium geometry.

Last column: Löwdin charge in e.
Cartesian coordinates (Å):
Li: -1.7731 -1.5530 -2.3175  0.729
Cl: -0.5634 -0.3257 -0.8426  -0.099
O: -1.9115 2.6063 -0.5652  -0.104
H: -1.7044 1.6867 -0.8044  -0.099
H: -1.0513 3.0194 -0.4323  0.029
O: 1.9700 -2.3994 -0.5626  -0.103
H: 1.2217 -1.8614 -0.8656  -0.100
H: 2.0847 -2.1500 0.3616  0.033
O: 2.2014 1.3218 0.3005  -0.083
H: 2.8152 1.2203 -0.4349  0.033
H: 1.4193 0.8166 0.0362  -0.074
O: -1.5629 -0.4927 2.2946  -0.095
H: -1.3976 -0.4735 1.3356  -0.092
H: -1.7482 -1.4156 2.4966  0.023

Kohn-Sham gap = 9.0120 eV
Lowest unoccupied orbital energy = -1.72 eV
ΔE to the lowest compared entry with this formula, charge and spin = 135.5 kJ/mol
E_tot = -21048.9833 eV


DFT (wB97M-V/def2-TZVPD) results for a 2-piece molecular cluster, ClHIOPS overall in a non-equilibrium geometry.

Last column: Löwdin spin population.
Cartesian coordinates (Å):
O: 0.7788 0.8033 0.1646  0.017
P: -0.3296 -0.3668 -0.0829  0.104
S: 1.8694 -1.9405 -1.0260  1.732
Cl: -0.4725 -1.1802 1.6604  0.008
I: -2.3513 1.1657 -0.1870  0.139
H: 0.5052 1.5185 -0.5291  0.000

Multiplicity = 3
Kohn-Sham gap (alpha / beta) = 8.9317 / 6.7459 eV
Lowest unoccupied orbital energy (alpha / beta) = -0.17 / -2.64 eV
E_tot = -42809.7544 eV


DFT (wB97M-V/def2-TZVPD) results for an isolated ion of composition ClHNO2S and charge -1 in a non-equilibrium geometry.

Last column: Löwdin charge in e.
Cartesian coordinates (Å):
N: 0.6835 0.1172 -0.9054  -0.269
O: -1.2502 -1.2879 -0.1928  -0.542
O: -0.3261 1.0945 -1.1678  -0.463
S: -0.6287 -0.0196 0.1844  0.587
Cl: 0.1527 -0.4973 2.3958  -0.342
H: 1.3688 0.5930 -0.3142  0.029

Kohn-Sham gap = 8.4361 eV
Lowest unoccupied orbital energy = 4.19 eV
ΔE to the lowest compared entry with this formula, charge and spin = 238.5 kJ/mol
Charge = -1
E_tot = -28957.9590 eV


> E_tot of number 3 (ClHNO2S)?

-28957.9590 eV